{"formula": "C14H35CoNP2S2", "method": "ωB97M-V/def2-TZVPD", "e_homo_ev": [-18.43, -18.87], "e_above_lowest_ev": 0.012, "e_lumo_ev": [-8.6, -12.8], "gap_ha": [0.361, 0.223], "energy_ev": -94421.5524, "total_charge": 3, "spin_multiplicity": 5, "symbols": ["Co", "S", "S", "C", "C", "C", "N", "C", "C", "H", "H", "H", "H", "H", "H", "H", "H", "C", "H", "H", "H", "H", "H", "H", "H", "C", "C", "H", "H", "H", "H", "C", "P", "C", "C", "C", "P", "C", "C", "H", "H", "H", "H", "H", "H", "H", "H", "H", "H", "H", "H", "H", "H", "H", "H"], "coordinates": [[-0.046087, -0.133273, 0.219750], [-0.453524, 2.025120, 0.057749], [-0.569209, -2.239172, -0.098072], [-2.232526, 2.286812, -0.241444], [0.168487, 2.313487, -1.648753], [-0.272526, 1.207686, -2.565844], [0.183607, -0.068285, -1.959696], [-0.367386, -1.266587, -2.663982], [-0.030126, -2.473628, -1.817183], [1.255788, 2.375209, -1.578840], [-0.269088, 3.256959, -1.962624], [0.118694, 1.319427, -3.587375], [-1.360542, 1.129180, -2.628835], [0.015076, -1.334290, -3.705835], [-1.453818, -1.091692, -2.713306], [1.052282, -2.616142, -1.791569], [-0.559781, -3.345307, -2.200084], [-2.378855, -2.273895, -0.341356], [1.217436, -0.114273, -1.910663], [-2.823213, -1.315332, -0.648325], [-2.819796, -2.602328, 0.593945], [-2.572888, -3.032997, -1.098458], [-2.567715, 2.799732, 0.665472], [-2.803224, 1.354442, -0.383357], [-2.337978, 2.945198, -1.109765], [3.473433, -0.091323, -1.621748], [4.424395, -0.149018, -0.645407], [3.173641, 0.871498, -2.091329], [2.959722, -0.974489, -2.046249], [4.878008, 0.777298, -0.232657], [4.809173, -1.060154, -0.173245], [-1.582318, -1.830651, 3.036014], [-1.487660, -0.257132, 2.070207], [-3.207323, 0.299624, 2.179112], [-0.648933, 0.928477, 3.214614], [0.865098, 0.728089, 3.175450], [1.540423, 0.120870, 1.575675], [2.665257, 1.463926, 1.148261], [2.515564, -1.388142, 1.817520], [-2.260217, -2.524701, 2.524830], [-2.000058, -1.651272, 4.040702], [-0.595054, -2.294192, 3.125620], [-3.550063, 0.132129, 3.213043], [-3.301659, 1.367411, 1.949007], [-3.816543, -0.306500, 1.492907], [-0.958850, 1.958973, 2.959505], [-1.048626, 0.722066, 4.217681], [1.368516, 1.684329, 3.376881], [1.180273, -0.032357, 3.904183], [3.586734, 1.384986, 1.752359], [2.918225, 1.259283, 0.106933], [2.269272, 2.500289, 1.206810], [2.056653, -1.996222, 2.601959], [2.553506, -1.982329, 0.894457], [3.536121, -1.148218, 2.116653]], "atomic_forces_ev_per_a": [[-1.98, -0.22, -2.49], [-0.40, 1.98, -1.20], [-0.61, -1.64, -1.08], [-0.26, -0.05, 0.37], [-0.14, 0.24, 0.10], [0.21, -0.82, 0.23], [0.16, -0.47, -0.01], [0.02, 0.83, 0.18], [-0.15, -0.03, -0.51], [-0.06, 0.22, -0.04], [0.33, 0.28, 0.02], [-0.01, 0.14, 0.27], [0.05, 0.24, -0.08], [-0.13, -0.15, 0.65], [0.31, -0.26, -0.13], [-0.11, -0.36, 0.04], [0.39, -0.26, 0.03], [-0.18, 0.03, -0.04], [-0.55, 0.10, -0.53], [0.36, -0.29, 0.05], [-0.09, -0.04, -0.05], [-0.04, 0.00, 0.03], [-0.21, 0.02, -0.41], [0.35, 0.41, -0.02], [0.00, -0.09, 0.25], [0.80, -0.10, 0.79], [-0.68, 0.38, -1.05], [0.43, -0.59, 0.41], [0.78, 0.24, 0.24], [-0.21, -0.72, -0.67], [-0.33, 0.13, -0.50], [0.19, 0.07, -0.32], [-1.00, 0.01, 2.78], [-0.38, -0.01, -0.38], [-0.31, -0.21, -0.14], [0.06, -0.16, 0.33], [3.16, 1.26, 3.07], [0.23, 0.63, -0.86], [-0.18, -0.45, -0.10], [0.23, 0.07, 0.20], [0.21, 0.15, -0.38], [-0.18, -0.04, 0.05], [0.12, 0.00, -0.33], [-0.11, -0.43, 0.07], [-0.09, 0.34, 0.28], [0.24, -0.45, 0.01], [0.10, 0.14, -0.19], [0.03, -0.46, 0.15], [-0.06, 0.37, 0.08], [-0.41, 0.00, -0.13], [0.18, 0.49, 0.43], [-0.10, -0.79, 0.32], [0.00, 0.02, -0.06], [0.04, 0.19, 0.24], [-0.01, 0.12, 0.04]], "nbo_charge": [1.061, 0.274, 0.347, -0.732, -0.505, -0.249, -0.720, -0.241, -0.534, 0.253, 0.283, 0.261, 0.221, 0.264, 0.219, 0.257, 0.286, -0.741, 0.417, 0.235, 0.262, 0.284, 0.266, 0.234, 0.279, -0.492, -0.321, 0.206, 0.192, 0.222, 0.230, -0.946, 0.904, -0.955, -0.724, -0.728, 0.943, -0.995, -0.956, 0.260, 0.290, 0.256, 0.290, 0.260, 0.263, 0.264, 0.288, 0.292, 0.278, 0.296, 0.273, 0.285, 0.279, 0.269, 0.296]}